No. 1
A molecular structure, C2H4GaO3. Source: the OMol25 dataset; level of theory: ωB97M-V/def2-TZVPD.

Structure (ORCA input):
```
! RIJCOSX wB97M-V def2-TZVPD def2/J DEFGRID3
* xyz 2 2
O -0.643 1.156 1.205
C 0.198 0.820 2.103
C 0.812 -0.472 1.994
O 0.171 -1.314 1.257
H 0.293 1.408 3.024
H 1.424 -0.854 2.823
Ga -0.621 -0.222 -0.052
O 0.396 -0.168 -1.542
H 0.214 0.376 -2.316
H 1.422 -0.253 -1.418
*
```

Results
Expectation value of S²: 0.7533
Energy above the lowest of the compared OMol25 structures with the same formula, charge and spin, kcal/mol: 0.0

=====

No. 2
A single C25H31N3O4 molecule. Source: the OMol25 dataset; level of theory: ωB97M-V/def2-TZVPD.

Structure (ORCA input):
```
! RIJCOSX wB97M-V def2-TZVPD def2/J DEFGRID3
* xyz 0 1
C 5.640 2.438 -0.554
H 5.094 3.256 -0.073
O 5.329 2.344 -1.923
C 4.040 2.086 -2.279
C 3.793 2.002 -3.650
C 2.513 1.750 -4.099
C 1.473 1.574 -3.204
C 1.716 1.643 -1.833
C 3.003 1.907 -1.374
H 3.166 1.958 -0.312
N 0.626 1.479 -0.980
C 0.622 1.529 0.391
O 1.618 1.506 1.092
N -0.640 1.609 0.938
C -1.815 2.010 0.195
H -2.319 2.792 0.770
C -2.838 0.894 -0.084
H -3.830 1.349 -0.130
C -2.650 0.149 -1.407
N -1.348 -0.482 -1.578
C -1.080 -1.498 -0.567
C 0.295 -2.118 -0.803
O 0.384 -2.700 -2.082
C 0.140 -1.729 -3.071
C -1.241 -1.093 -2.898
H -1.387 -0.325 -3.661
H -2.012 -1.870 -3.033
H 0.199 -2.244 -4.031
H 0.915 -0.949 -3.028
H 0.474 -2.918 -0.083
H 1.068 -1.344 -0.687
H -1.081 -1.034 0.416
H -1.846 -2.292 -0.593
H -3.459 -0.598 -1.495
H -2.768 0.861 -2.231
H -2.847 0.195 0.749
H -1.495 2.467 -0.744
C -0.699 1.445 2.397
C -0.857 -0.012 2.726
C 0.096 -0.969 2.855
C -0.594 -2.197 3.092
C -0.216 -3.522 3.295
C -1.207 -4.460 3.488
C -2.557 -4.105 3.482
C -2.959 -2.799 3.282
C -1.962 -1.858 3.088
O -2.114 -0.530 2.863
H -4.000 -2.517 3.276
H -3.303 -4.870 3.637
H -0.940 -5.494 3.647
H 0.827 -3.799 3.300
H 1.152 -0.817 2.780
C -1.755 2.289 3.099
H -1.631 3.341 2.857
H -2.760 1.966 2.839
H -1.628 2.168 4.172
H 0.296 1.742 2.752
H -0.183 1.019 -1.400
H 0.470 1.397 -3.563
H 2.320 1.692 -5.160
H 4.614 2.139 -4.335
H 5.424 1.504 -0.027
H 6.709 2.641 -0.508
*
```

Results
SMILES: COc1cccc(NC(=O)N(CCCN2CCOCC2)[C@@H](C)c2cc3ccccc3o2)c1
Energy above the lowest of the compared OMol25 structures with the same formula, charge and spin, kcal/mol: 65.4

=====

No. 3
A single C2Cl2FNS molecule. Source: the OMol25 dataset; level of theory: ωB97M-V/def2-TZVPD.

Structure (ORCA input):
```
! RIJCOSX wB97M-V def2-TZVPD def2/J DEFGRID3
* xyz 0 1
C 1.418 -1.403 0.960
C -1.638 1.250 -1.045
N 1.404 -1.991 1.949
F -1.322 1.958 -2.141
S 1.530 -0.572 -0.460
Cl -1.821 2.229 0.346
Cl -0.829 -0.200 -0.908
*
```

Results
Energy above the lowest of the compared OMol25 structures with the same formula, charge and spin, kcal/mol: 55.7

=====

No. 4
A molecular structure, C11H12AuNO4. Source: the OMol25 dataset; level of theory: ωB97M-V/def2-TZVPD.

Structure (ORCA input):
```
! RIJCOSX wB97M-V def2-TZVPD def2/J DEFGRID3
* xyz -2 1
Au -0.430 -0.713 0.858
O 5.079 -5.176 0.187
C 3.859 -5.412 0.111
O 3.278 -6.499 0.245
C 2.967 -4.164 -0.172
C 3.543 -2.896 -0.133
C 2.752 -1.783 -0.330
N 1.446 -1.850 -0.552
C 0.891 -3.058 -0.650
C 1.611 -4.232 -0.472
C -0.592 -3.074 -0.993
O -0.998 -3.968 -1.740
O -1.314 -2.157 -0.501
H 4.603 -2.812 0.063
H 3.166 -0.776 -0.321
H 1.119 -5.189 -0.562
C -1.068 1.629 4.466
C -1.069 1.525 2.937
C -0.862 2.910 2.326
C 0.011 0.539 2.449
H -1.760 2.396 4.823
H -0.067 1.865 4.824
H -1.370 0.675 4.896
H -2.068 1.185 2.639
H 0.097 3.324 2.636
H -1.649 3.604 2.634
H -0.868 2.841 1.242
H 0.256 -0.112 3.296
H 0.920 1.125 2.286
*
```

Results
Energy above the lowest of the compared OMol25 structures with the same formula, charge and spin, kcal/mol: 8.0

=====

No. 5
2 unconnected molecules or ions with the total composition CH4NS. Source: the OMol25 dataset; level of theory: ωB97M-V/def2-TZVPD.

Structure (ORCA input):
```
! RIJCOSX wB97M-V def2-TZVPD def2/J DEFGRID3
* xyz -1 1
S 1.928 0.628 -1.602
H 2.656 1.379 -0.789
C -1.030 -0.062 0.345
N -1.117 -1.163 0.992
H -1.255 0.877 0.894
H -0.942 0.035 -0.727
H -0.239 -1.695 0.886
*
```

Results
Energy above the lowest of the compared OMol25 structures with the same formula, charge and spin, kcal/mol: 33.5

=====

No. 6
A molecular structure, C41H33AsN3PtSe2. Source: the OMol25 dataset; level of theory: ωB97M-V/def2-TZVPD.

Structure (ORCA input):
```
! RIJCOSX wB97M-V def2-TZVPD def2/J DEFGRID3
* xyz 1 1
Pt -0.825 -0.408 -1.060
Se -4.096 0.299 -2.847
Se -2.975 -1.452 -3.814
C -2.828 -2.532 -2.247
C -3.192 -3.865 -2.377
C -3.106 -4.698 -1.277
C -2.687 -4.159 -0.073
C -2.348 -2.822 -0.036
N -2.393 -2.006 -1.097
C -2.701 1.608 -2.875
C -3.125 2.883 -3.228
C -2.191 3.896 -3.322
C -0.864 3.582 -3.090
C -0.532 2.292 -2.725
N -1.434 1.305 -2.591
H -3.557 -4.230 -3.327
H -3.381 -5.741 -1.356
H -2.613 -4.754 0.824
H -1.991 -2.369 0.867
H -4.168 3.063 -3.447
H -2.494 4.898 -3.594
H -0.086 4.326 -3.179
H 0.481 2.010 -2.477
N 0.995 0.235 -1.355
C 1.826 -0.710 -1.222
C 3.251 -0.488 -1.595
C 3.594 0.430 -2.584
C 4.924 0.663 -2.886
C 5.924 -0.015 -2.201
C 5.588 -0.937 -1.221
C 4.256 -1.179 -0.925
C 1.434 -2.070 -0.730
C 1.388 -3.113 -1.654
C 1.006 -4.385 -1.255
C 0.689 -4.631 0.074
C 0.754 -3.602 1.003
C 1.116 -2.326 0.601
H 2.810 0.952 -3.116
H 5.184 1.371 -3.662
H 6.963 0.166 -2.441
H 6.364 -1.471 -0.689
H 3.998 -1.905 -0.163
H 1.660 -2.923 -2.685
H 0.973 -5.188 -1.980
H 0.407 -5.628 0.386
H 0.528 -3.792 2.044
H 1.171 -1.527 1.337
C -0.348 -1.106 5.584
C -1.059 -1.804 4.622
C -1.085 -1.347 3.312
C -0.401 -0.191 2.951
C 0.301 0.511 3.928
C 0.327 0.052 5.236
As -0.524 0.546 1.155
C 1.053 1.655 1.054
C 0.987 2.876 0.394
C 2.149 3.588 0.138
C 3.379 3.080 0.525
C 3.447 1.862 1.184
C 2.286 1.151 1.450
C -1.977 1.810 1.332
C -3.192 1.521 0.722
C -4.265 2.389 0.867
C -4.126 3.545 1.619
C -2.914 3.832 2.234
C -1.842 2.965 2.096
H -0.327 -1.459 6.606
H -1.600 -2.702 4.890
H -1.664 -1.893 2.589
H 0.834 1.418 3.674
H 0.877 0.605 5.985
H 0.033 3.274 0.070
H 2.092 4.542 -0.370
H 4.285 3.632 0.315
H 4.405 1.461 1.489
H 2.358 0.200 1.966
H -3.308 0.625 0.121
H -5.211 2.159 0.394
H -4.960 4.223 1.732
H -2.804 4.731 2.824
H -0.901 3.195 2.581
*
```

Results
Energy above the lowest of the compared OMol25 structures with the same formula, charge and spin, kcal/mol: 26.8

=====

No. 7
A single C2H4N2O molecule. Source: the OMol25 dataset; level of theory: ωB97M-V/def2-TZVPD.

Structure (ORCA input):
```
! RIJCOSX wB97M-V def2-TZVPD def2/J DEFGRID3
* xyz 0 1
C 1.180 1.040 0.272
C 0.222 -0.057 -0.203
N 1.751 -0.040 -0.072
N -0.563 -0.811 0.726
O -0.404 0.095 -1.427
H 1.544 2.126 0.670
H -0.165 -1.684 1.046
H -0.599 -0.140 1.624
H -0.247 -0.724 -2.015
*
```

Results
SMILES: N[C@@]1(O)C=N1
Energy above the lowest of the compared OMol25 structures with the same formula, charge and spin, kcal/mol: 67.9

=====

No. 8
A molecular structure, C38H30BrCl3N6O6RuS. Source: the OMol25 dataset; level of theory: ωB97M-V/def2-TZVPD.

Structure (ORCA input):
```
! RIJCOSX wB97M-V def2-TZVPD def2/J DEFGRID3
* xyz 0 1
Ru 0.723 0.349 -0.072
C -2.076 -1.877 4.008
C -1.610 -3.192 3.451
C -1.727 -4.351 4.208
C -1.363 -5.579 3.683
C -0.890 -5.670 2.384
C -0.754 -4.536 1.596
C -0.201 -4.635 0.209
C -1.110 -3.313 2.155
N -0.990 -2.104 1.372
C -2.145 -1.578 0.877
O -3.169 -2.211 1.066
C -2.303 -0.277 0.103
C -3.607 -0.059 -0.326
C -3.942 1.102 -0.999
C -2.958 2.047 -1.202
C -1.687 1.766 -0.746
N -1.349 0.634 -0.124
C -0.596 2.766 -0.928
O -0.855 3.879 -1.354
N 0.631 2.311 -0.551
C 1.679 3.239 -0.921
C 2.035 3.408 -2.262
C 1.243 2.845 -3.409
C 3.117 4.232 -2.556
C 3.776 4.938 -1.566
C 3.312 4.878 -0.264
C 2.252 4.044 0.069
C 1.694 4.102 1.466
H -2.117 -1.917 5.095
H -3.076 -1.652 3.634
H -1.425 -1.050 3.728
H -2.109 -4.283 5.218
H -1.455 -6.471 4.287
H -0.618 -6.633 1.972
H -0.304 -5.651 -0.170
H 0.859 -4.387 0.227
H -0.703 -3.955 -0.481
H -4.336 -0.822 -0.108
H -4.955 1.264 -1.339
H -3.115 2.994 -1.699
H 0.612 2.013 -3.120
H 1.902 2.514 -4.211
H 0.594 3.634 -3.796
H 3.423 4.336 -3.590
H 4.623 5.564 -1.815
H 3.765 5.489 0.507
H 2.471 4.323 2.199
H 1.187 3.188 1.756
H 0.953 4.902 1.526
Cl 3.626 -0.202 3.136
C 1.204 -0.574 3.277
Cl 1.193 -0.698 4.974
Cl 0.525 0.894 2.619
C 1.083 -1.748 2.488
O 1.496 -2.844 2.687
O 0.294 -1.505 1.221
Br 4.291 -3.199 -5.839
C 2.603 -2.652 -5.200
C 1.448 -3.173 -5.769
N 0.230 -2.840 -5.354
C 0.134 -1.992 -4.335
C 1.237 -1.425 -3.713
C 2.508 -1.750 -4.163
C 1.106 -0.520 -2.544
O 1.923 0.359 -2.306
O 0.117 -0.711 -1.716
H 1.512 -3.881 -6.585
H -0.865 -1.748 -3.995
H 3.382 -1.312 -3.700
N 3.818 1.683 0.735
C 3.838 0.453 0.243
N 2.772 -0.285 0.024
C 3.159 -1.548 -0.476
C 2.329 -2.601 -0.823
C 2.880 -3.753 -1.362
C 4.253 -3.886 -1.541
C 5.097 -2.844 -1.190
C 4.532 -1.691 -0.672
S 5.361 -0.246 -0.193
H 2.975 2.014 1.175
H 4.673 2.153 0.971
H 1.261 -2.526 -0.695
H 2.222 -4.560 -1.659
H 4.664 -4.801 -1.942
H 6.167 -2.924 -1.321
*
```

=====

No. 9
2 unconnected molecules or ions with the total composition C7H14N2. Source: the OMol25 dataset; level of theory: ωB97M-V/def2-TZVPD.

Structure (ORCA input):
```
! RIJCOSX wB97M-V def2-TZVPD def2/J DEFGRID3
* xyz 1 2
C 0.833 2.952 0.703
C 0.787 0.424 -1.758
C 1.076 1.835 -0.202
C 2.127 0.856 -0.109
N 0.284 1.505 -1.240
N 1.953 -0.001 -1.105
H 0.365 -0.029 -2.644
H 2.324 -0.942 -1.038
H 2.988 0.814 0.549
H 0.813 3.864 0.110
H 1.565 2.988 1.508
H -0.142 2.889 1.202
C -1.712 -1.924 0.695
C -1.469 -2.129 -0.814
C -0.963 -0.735 1.307
H -2.778 -1.754 0.811
H -1.507 -2.816 1.276
H -1.388 -3.193 -1.034
H -0.877 -0.841 2.387
H -0.537 -1.670 -1.156
H -2.256 -1.624 -1.377
H 0.017 -0.654 0.831
H -1.503 0.187 1.097
*
```

Results
Expectation value of S²: 0.7603
Energy above the lowest of the compared OMol25 structures with the same formula, charge and spin, kcal/mol: 4.7

=====

No. 10
A molecular structure, C14H25ClCrO3P2. Source: the OMol25 dataset; level of theory: ωB97M-V/def2-TZVPD.

Structure (ORCA input):
```
! RIJCOSX wB97M-V def2-TZVPD def2/J DEFGRID3
* xyz 1 4
Cr -0.547 -0.267 0.236
H 1.977 2.492 -0.389
H 2.120 2.641 0.355
P -0.913 0.502 -1.918
P 1.220 -1.504 1.334
C 0.480 -2.452 2.714
H 1.216 -2.853 3.429
H -0.224 -1.789 3.241
H -0.090 -3.275 2.259
C 2.430 -2.559 0.414
H 3.021 -1.917 -0.267
H 3.120 -3.176 1.021
H 1.831 -3.237 -0.217
C 2.238 -0.171 2.118
H 1.554 0.509 2.655
H 2.980 -0.591 2.820
H 2.749 0.413 1.335
C -0.273 -0.670 -3.164
H -0.678 -0.457 -4.164
H 0.825 -0.617 -3.167
H -0.560 -1.674 -2.833
C -2.698 0.677 -2.234
H -3.125 1.298 -1.429
H -2.862 1.143 -3.222
H -3.175 -0.315 -2.185
C -0.226 2.101 -2.479
H 0.869 2.041 -2.531
H -0.645 2.330 -3.470
H -0.484 2.891 -1.761
C -2.258 -0.232 1.372
O -3.414 -0.090 1.529
H -0.453 -1.788 0.003
Cl -0.769 4.914 7.685
C -0.852 3.991 6.215
C -1.471 4.498 5.054
C -1.587 3.727 3.876
C -1.019 2.430 3.855
C -0.411 1.908 5.021
C -0.311 2.706 6.175
C -1.269 1.501 2.686
O -1.385 1.875 1.497
O -1.380 0.252 3.045
H -1.882 5.495 5.141
H -2.183 4.140 3.044
H -0.055 0.867 5.075
H 0.142 2.332 7.092
*
```

Results
Expectation value of S²: 3.8576
Energy above the lowest of the compared OMol25 structures with the same formula, charge and spin, kcal/mol: 4.5

=====

No. 11
A single C6H10OSi molecule. Source: the OMol25 dataset; level of theory: ωB97M-V/def2-TZVPD.

Structure (ORCA input):
```
! RIJCOSX wB97M-V def2-TZVPD def2/J DEFGRID3
* xyz 0 1
C -2.808 0.139 0.001
C -1.759 1.206 -0.040
C -2.660 -1.129 0.006
C -0.452 1.059 -0.036
C 1.737 -0.072 1.554
C 1.709 -0.383 -1.560
O -0.108 -1.876 0.163
Si 0.649 -0.533 0.036
H -3.808 0.555 0.027
H -2.229 2.181 -0.072
H -2.029 -1.996 0.028
H 0.142 1.962 -0.041
H 1.360 -0.595 2.424
H 2.760 -0.388 1.387
H 1.728 0.991 1.770
H 1.531 0.537 -2.107
H 2.765 -0.445 -1.321
H 1.472 -1.213 -2.218
*
```

Results
Energy above the lowest of the compared OMol25 structures with the same formula, charge and spin, kcal/mol: 95.7

=====

No. 12
A molecular structure, C15H38B6CuF8N3O3V. Source: the OMol25 dataset; level of theory: ωB97M-V/def2-TZVPD.

Structure (ORCA input):
```
! RIJCOSX wB97M-V def2-TZVPD def2/J DEFGRID3
* xyz 0 2
O 17.362 -16.408 1.343
V 17.320 -15.525 0.039
O 15.899 -15.366 -0.586
Cu 20.328 -12.476 0.040
B 19.998 -11.754 2.173
H 19.539 -11.256 3.013
H 19.524 -12.688 1.913
H 19.975 -11.112 1.306
H 21.029 -11.972 2.407
B 20.593 -13.735 -2.259
H 21.106 -14.414 -1.596
H 20.691 -12.729 -1.880
H 21.014 -13.763 -3.253
H 19.606 -14.086 -2.517
B 18.201 -13.459 -0.059
H 18.475 -12.419 0.024
H 17.636 -13.525 -0.975
H 19.065 -14.099 -0.150
H 17.614 -13.792 0.783
B 18.316 -16.560 -1.826
H 17.781 -15.638 -1.992
H 18.754 -16.965 -2.726
H 19.097 -16.222 -1.163
H 17.638 -17.215 -1.301
C 16.625 -11.083 2.385
C 16.997 -9.774 1.740
O 16.250 -9.264 0.907
N 18.419 -9.170 2.066
H 18.471 -9.198 3.075
H 19.146 -9.775 1.713
C 18.417 -7.629 1.768
H 15.830 -11.329 1.681
H 16.177 -10.812 3.341
H 17.406 -11.843 2.424
H 18.483 -7.404 0.703
H 19.311 -7.204 2.225
H 17.513 -7.113 2.093
C 11.004 -18.550 -6.290
N 12.032 -17.530 -6.047
C 12.016 -16.285 -6.539
C 12.977 -15.336 -6.191
C 13.987 -15.705 -5.309
C 13.872 -16.944 -4.702
C 12.977 -17.851 -5.211
C 15.083 -14.799 -4.940
C 15.940 -14.204 -5.879
C 16.769 -13.140 -5.431
N 16.788 -12.775 -4.152
C 15.970 -13.376 -3.201
C 15.112 -14.347 -3.643
C 17.552 -11.519 -3.824
H 11.437 -19.426 -6.774
H 10.268 -18.157 -6.991
H 10.532 -18.745 -5.327
H 11.227 -16.029 -7.231
H 12.911 -14.292 -6.461
H 14.508 -17.302 -3.906
H 12.907 -18.745 -4.609
H 16.041 -14.587 -6.884
H 17.270 -12.581 -6.208
H 15.955 -13.137 -2.148
H 14.244 -14.633 -3.068
H 16.964 -10.627 -4.041
H 18.464 -11.517 -4.420
H 17.822 -11.389 -2.777
B 21.403 -15.439 1.647
F 22.424 -15.963 0.888
F 20.432 -16.431 1.531
F 21.781 -15.154 2.956
F 21.014 -14.283 1.093
B 19.822 -9.379 -1.339
F 19.489 -10.624 -0.948
F 18.692 -8.572 -1.640
F 20.636 -8.816 -0.365
F 20.650 -9.457 -2.492
*
```

Results
Expectation value of S²: 0.7525

=====

Let's list E_tot in order: -2228.312863 -1436.484826 -1549.271037 -917.844417 -493.399735 -8904.176801 -263.255045 -6693.644765 -384.319931 -2961.231951 -599.203286 -4516.661983 Ha.